Entry 1:
ORCA calculation (ωB97M-V with the def2-TZVPD basis set) on C16H21As2N2O4Pt as an isolated structure.

Geometry as XYZ:
```
46
Properties=species:S:1:pos:R:3:forces:R:3:mulliken_charge:R:1
Pt 1.1604 -0.9586 0.5092 -0.214 0.361 -0.006 1.078
C 4.9651 -0.6975 0.4124 -0.008 -0.005 -0.007 -1.263
C 4.0350 0.4440 0.5623 0.015 0.099 0.007 0.342
N 2.7120 0.4205 0.5335 -0.084 -0.028 0.101 -0.382
C 2.2642 1.7178 0.7264 0.057 0.139 0.070 0.250
C 3.3505 2.5478 0.8644 0.057 -0.068 0.068 -0.066
N 4.4230 1.7260 0.7563 -0.018 -0.019 -0.020 0.025
C 3.6582 4.0185 1.0869 -0.016 0.012 0.015 0.609
O 2.6602 4.8656 1.2390 -0.003 -0.011 -0.004 -0.459
O 4.8113 4.3146 1.1075 0.001 0.003 -0.011 -0.468
C 0.8652 2.0319 0.7304 -0.115 -0.329 -0.331 1.122
O 0.2795 3.0490 0.8882 0.034 0.084 0.156 -0.604
O 0.0702 0.8430 0.4087 0.324 -0.228 -0.116 -0.915
H 4.4184 -1.6303 0.2890 -0.002 0.002 -0.002 0.306
H 5.6084 -0.7814 1.2895 0.001 0.000 0.001 0.378
H 5.6025 -0.5525 -0.4614 0.003 -0.001 0.001 0.361
H 5.3742 2.0877 0.8214 0.002 -0.001 -0.018 0.287
H 1.7808 4.4607 1.2355 0.003 -0.002 -0.005 0.341
C -2.6388 1.3242 1.4192 0.000 -0.009 0.068 -0.858
As -1.6794 1.1042 -0.2096 -0.139 -0.007 0.086 0.956
C -1.7636 2.6798 -1.2866 0.095 0.010 -0.019 -1.364
C -2.1153 -0.4351 -1.2407 -0.022 0.038 0.026 0.598
C -2.8797 -0.0912 -2.3571 -0.009 -0.041 0.006 -0.744
C -3.4777 -1.0801 -3.1310 -0.022 0.050 -0.027 -0.926
C -3.3065 -2.4071 -2.7966 -0.004 -0.059 -0.001 -0.882
C -2.5218 -2.7568 -1.6980 0.048 -0.010 0.011 -0.475
C -1.9245 -1.7916 -0.9023 -0.050 0.093 0.012 0.582
As -0.7568 -2.4045 0.5030 0.081 -0.072 -0.016 0.529
C -0.1770 -4.1798 0.0358 -0.047 -0.015 -0.037 -1.271
C -1.7207 -2.5858 2.1616 0.013 0.045 0.004 -1.002
H -3.6443 1.6616 1.1571 0.006 -0.005 -0.039 0.456
H -2.1380 2.0890 2.0125 -0.017 -0.001 0.003 0.448
H -2.7087 0.3839 1.9601 0.033 -0.002 -0.002 0.225
H -2.8287 2.8966 -1.3994 -0.003 -0.007 -0.017 0.541
H -1.3067 2.5017 -2.2580 0.030 0.010 0.009 0.470
H -1.2877 3.5042 -0.7631 -0.034 -0.023 -0.006 0.519
H -3.0340 0.9397 -2.6449 0.000 0.003 0.004 0.424
H -4.0735 -0.8016 -3.9898 0.013 0.011 -0.003 0.450
H -3.7689 -3.1829 -3.3927 0.000 -0.007 0.012 0.440
H -2.3804 -3.8074 -1.4813 -0.013 -0.002 -0.007 0.347
H 0.3015 -4.1808 -0.9417 0.005 -0.004 0.003 0.440
H -1.0384 -4.8480 0.0285 0.006 -0.003 0.021 0.481
H 0.5159 -4.5277 0.8018 0.018 0.013 -0.007 0.470
H -2.6875 -3.0382 1.9423 -0.003 -0.009 0.027 0.418
H -1.8547 -1.6296 2.6611 -0.011 0.003 -0.013 0.318
H -1.1433 -3.2435 2.8106 -0.011 -0.008 0.003 0.467
```
Forces are in eV/Å.

Values from the calculation:
lowest unoccupied orbital energy = -12.65 eV
E_tot = -5622.58738 hartree
multiplicity = 1
E_HOMO = -19.126 eV
ΔE to the lowest compared entry with this formula, charge and spin = 0.0 kJ/mol
orbital gap = 0.23795 hartree
net charge = +3

---

Entry 2:
ORCA calculation (ωB97M-V with the def2-TZVPD basis set) on C16H21AsClN2STeZr as an isolated structure.

Geometry as XYZ:
```
44
Properties=species:S:1:pos:R:3:forces:R:3:mulliken_charge:R:1
Zr -0.1246 0.0406 -0.5925 -0.019 -0.126 0.181 1.139
Te -2.1755 1.7177 -1.0148 0.073 0.037 0.038 0.171
C -0.2152 2.1810 -1.7513 -0.016 -0.128 -0.110 -0.905
C 0.1005 1.8322 -3.0807 0.008 0.111 0.084 0.196
C 1.3533 2.1411 -3.5944 0.006 -0.004 -0.068 -0.722
C 2.3041 2.7652 -2.7961 -0.023 -0.010 -0.002 -0.426
C 2.0099 3.0985 -1.4766 0.025 0.003 -0.005 -0.581
C 0.7550 2.8205 -0.9527 -0.007 -0.031 -0.019 0.291
H -0.6527 1.3752 -3.7119 0.025 -0.010 -0.004 0.503
H 1.5800 1.9144 -4.6284 -0.013 0.000 -0.001 0.513
H 3.2734 3.0118 -3.2095 0.004 0.014 0.010 0.477
H 2.7456 3.6079 -0.8681 0.008 -0.003 -0.006 0.467
H 0.5091 3.1367 0.0525 -0.028 0.006 0.006 0.446
Cl -2.5667 -4.5970 1.9240 -0.002 0.007 -0.008 -0.130
C -2.3501 -3.7035 0.4860 0.013 -0.005 0.042 -0.109
C -2.9482 -4.0906 -0.7076 -0.011 -0.005 -0.021 -0.119
C -2.7322 -3.3238 -1.8441 0.022 0.032 -0.005 -0.794
C -1.9399 -2.2000 -1.7576 -0.017 -0.018 0.012 -0.062
N -1.3528 -1.8244 -0.5999 -0.080 0.052 -0.014 -0.131
C -1.5581 -2.5705 0.5053 0.073 -0.025 -0.002 -0.139
H -3.5708 -4.9759 -0.7409 0.001 0.000 0.001 0.489
H -3.1839 -3.5931 -2.7885 -0.001 0.003 0.000 0.436
H -1.7722 -1.5699 -2.6233 -0.003 0.008 -0.010 0.509
H -1.0649 -2.2618 1.4168 -0.005 -0.001 -0.004 0.489
C 3.1165 -2.1892 -3.4269 -0.014 0.005 -0.003 -0.911
C 2.1180 -1.5124 -2.6325 -0.008 -0.043 0.031 0.273
N 1.3187 -0.9793 -1.9986 0.069 0.135 -0.042 -0.212
H 2.6414 -2.6204 -4.3101 0.002 0.001 0.001 0.335
H 3.5752 -2.9814 -2.8324 -0.001 0.005 0.002 0.347
H 3.8797 -1.4722 -3.7346 0.000 -0.001 0.004 0.322
C 0.7050 2.7645 3.6713 -0.017 -0.014 0.019 -0.993
As -0.0914 1.0423 3.4438 0.083 0.015 -0.094 0.715
C 0.4188 -0.1279 4.8638 -0.003 0.013 0.022 -0.993
C -1.9893 1.1733 3.2841 -0.028 -0.014 -0.022 -0.945
S 0.8263 0.1242 1.6453 -0.109 -0.020 -0.062 -0.397
H 0.3418 3.1636 4.6198 0.017 0.021 0.001 0.431
H 0.4086 3.4243 2.8591 -0.009 -0.005 -0.003 0.337
H 1.7870 2.6526 3.7054 0.002 0.010 0.003 0.397
H 0.0496 0.3009 5.7966 0.004 -0.005 0.005 0.413
H 1.5051 -0.1948 4.8886 -0.001 -0.011 0.012 0.404
H -0.0209 -1.1102 4.7056 0.001 -0.003 -0.001 0.375
H -2.3576 1.6457 4.1964 -0.013 -0.003 -0.002 0.450
H -2.4162 0.1768 3.1887 -0.008 0.004 0.010 0.373
H -2.2393 1.7871 2.4209 0.001 0.007 0.022 0.274
```
Forces are in eV/Å.

Values from the calculation:
lowest unoccupied orbital energy = -10.35 eV
E_tot = -4140.12254 hartree
multiplicity = 1
E_HOMO = -17.749 eV
ΔE to the lowest compared entry with this formula, charge and spin = 0.0 kJ/mol
orbital gap = 0.27182 hartree
net charge = +3

---

Entry 3:
ORCA calculation (ωB97M-V with the def2-TZVPD basis set) on C16H21BCl4FeN4O2S as an isolated structure in a non-equilibrium geometry.

Geometry as XYZ:
```
50
Properties=species:S:1:pos:R:3:forces:R:3:lowdin_spin:R:1
Fe -0.6990 -0.2897 0.0984 0.866 0.189 -1.464 1.087
C -1.6059 1.1116 -2.8252 -0.277 -0.210 0.037 0.003
C -1.9603 -0.3695 -2.8508 0.237 0.268 -0.169 -0.002
N -2.3020 -0.8672 -1.5131 0.849 -0.119 1.056 -0.046
C -3.6853 -0.6672 -1.0683 -0.191 0.150 0.205 -0.004
C -4.0291 0.7630 -0.6838 0.145 0.004 0.121 0.001
S -2.8249 1.5048 0.4691 0.431 -0.091 0.185 0.030
C -2.1944 2.9511 -0.4394 -0.056 -0.146 0.112 0.003
C -0.8355 2.7042 -1.0913 -0.057 0.050 -0.008 0.004
N -0.7526 1.3679 -1.6718 0.591 -0.164 0.590 0.044
H -2.5013 1.7247 -2.7522 0.005 0.018 -0.017 0.000
H -1.1160 1.3741 -3.7659 0.004 0.079 0.031 0.001
H -1.0905 -0.9342 -3.1886 -0.034 -0.050 0.003 0.000
H -2.7783 -0.5410 -3.5568 0.016 -0.129 0.041 -0.001
H -2.1150 -1.8656 -1.4914 0.009 -0.027 0.006 0.000
H -3.8315 -1.3098 -0.1995 -0.009 -0.038 -0.027 0.000
H -4.3918 -0.9837 -1.8443 0.087 -0.108 0.004 -0.002
H -4.9811 0.7546 -0.1556 -0.053 0.025 -0.086 0.000
H -4.1310 1.4216 -1.5422 -0.032 -0.008 -0.009 0.000
H -2.1011 3.7458 0.2985 -0.051 0.054 -0.049 0.000
H -2.9637 3.2505 -1.1489 0.010 0.035 -0.014 0.000
H -0.0577 2.7714 -0.3292 0.026 0.021 -0.042 0.000
H -0.6551 3.4901 -1.8329 0.025 -0.007 0.016 0.001
H 0.2125 1.1563 -1.9028 0.035 0.053 -0.012 0.000
B 0.5658 -4.7386 -0.2263 0.111 -0.691 0.169 -0.001
C 0.0325 -3.3078 -0.0872 -0.151 0.354 0.068 -0.001
N -0.4064 -2.2334 -0.0193 0.022 1.349 0.489 -0.010
H 0.0049 -5.4370 0.5837 -0.192 0.146 0.031 0.001
H 1.7403 -4.7256 0.0523 0.074 0.194 -0.183 -0.003
H 0.3129 -5.0988 -1.3493 0.090 0.081 -0.098 0.001
Cl -2.3426 0.6564 5.4875 0.075 -0.048 -0.080 0.000
C -1.0034 -0.2894 4.8165 0.059 0.075 0.455 0.000
Cl 0.5242 0.5900 4.9818 -0.092 -0.056 -0.030 0.001
Cl -0.9063 -1.8688 5.5948 -0.005 0.078 -0.123 0.000
C -1.2539 -0.4732 3.3890 -0.125 -0.134 -0.275 0.004
N -1.4512 -0.6054 2.2710 0.237 -0.062 -0.518 0.001
Cl 7.6517 0.4770 1.1870 0.079 0.035 0.003 0.001
C 5.9507 0.4496 0.9342 -0.145 -0.030 -0.037 0.001
C 5.1100 1.0050 1.8924 0.078 0.042 0.047 0.000
C 3.7433 0.9539 1.7059 -0.084 -0.033 -0.023 0.000
C 3.2232 0.3608 0.5585 0.041 0.007 -0.041 -0.003
C 4.0760 -0.1807 -0.4042 -0.137 0.044 0.030 0.000
C 5.4430 -0.1395 -0.2182 0.029 0.024 0.014 0.000
C 1.7742 0.2720 0.3606 0.200 -0.218 -0.818 -0.004
O 0.9378 0.5528 1.2567 -1.841 -0.453 0.164 -0.031
O 1.2940 -0.1152 -0.7580 -0.998 -0.511 0.191 -0.075
H 5.5338 1.4696 2.7712 0.008 -0.028 0.013 0.000
H 3.0695 1.3670 2.4449 0.024 0.010 0.011 0.000
H 3.6520 -0.6445 -1.2845 0.045 -0.011 0.002 0.000
H 6.1142 -0.5603 -0.9529 0.022 -0.015 0.027 0.000
```
Forces are in eV/Å.

Values from the calculation:
lowest unoccupied orbital energy (alpha / beta) = -5.95 / -4.83 eV
E_tot = -4519.00202 hartree
multiplicity = 2
E_HOMO (alpha / beta) = -11.789 / -11.791 eV
ΔE to the lowest compared entry with this formula, charge and spin = 211.8 kJ/mol
expectation value of S² = 1.208
orbital gap (alpha / beta) = 0.21454 / 0.25586 hartree
net charge = +1

---

Entry 4:
ORCA calculation (ωB97M-V with the def2-TZVPD basis set) on C16H21BClF14LaNO6S2 as an isolated structure in a non-equilibrium geometry.

Geometry as XYZ:
```
63
Properties=species:S:1:pos:R:3:forces:R:3:mulliken_charge:R:1
C 0.6457 -2.7709 1.2142 0.502 0.277 -1.251 -0.735
B 0.3993 -1.1763 0.8664 0.257 -0.476 1.500 0.286
O -0.0533 -0.3283 1.9364 -0.699 -1.576 -2.338 -0.631
C 0.7183 -0.6427 -0.6734 -0.766 -0.500 0.291 -0.851
C -0.6950 -0.2078 -1.2882 -0.109 0.635 -2.051 0.038
O -0.6115 0.3376 -2.6517 0.169 -1.422 1.233 -0.599
C -1.7276 -1.4663 -1.4844 1.197 -0.553 0.982 -0.377
C -2.8665 -1.5839 -0.3797 -0.300 -1.055 0.186 -0.979
C -4.3780 -1.3730 -0.8482 0.947 -1.064 5.351 1.205
F -5.1230 -2.5289 -0.4232 1.240 3.098 -1.892 -0.299
F -4.5567 -1.4300 -2.3563 1.574 4.647 5.473 -0.478
C -5.0522 0.0161 -0.4389 -0.519 2.728 -3.673 0.505
F -4.1856 1.1270 -0.6436 -1.872 -3.873 0.127 -0.118
F -6.1170 0.2265 -1.3928 2.230 -1.037 1.860 -0.297
S -5.8063 0.1565 1.2544 -3.194 4.347 5.174 1.153
F -4.6822 1.3662 1.6169 -1.721 -2.828 -0.409 -0.256
F -4.8267 -0.9853 1.9486 -1.288 1.215 -1.824 -0.272
F -7.0424 -0.9009 0.9248 2.794 0.989 0.018 -0.263
F -6.7918 1.3951 0.6612 1.973 -2.427 0.666 -0.259
F -6.4928 0.4129 2.7431 1.438 -0.782 -2.751 -0.240
O -1.2880 0.8631 -0.5102 1.737 -1.040 -0.754 -0.165
S -0.3148 2.2274 -0.4284 -2.570 8.372 1.863 1.488
O -0.8094 3.0134 0.7739 1.524 -3.839 -2.767 -0.694
O -0.4769 3.1117 -1.6163 1.022 -3.820 1.716 -0.624
C 1.4786 1.8219 -0.0042 0.367 -2.344 1.080 -1.191
C 2.4681 3.0502 -0.1622 0.747 2.643 -1.073 0.824
F 3.8556 2.7168 -0.1309 -3.168 -0.307 0.029 -0.286
F 2.3156 3.7964 -1.3798 0.093 -2.139 2.566 -0.256
C 2.2919 4.1792 1.0037 1.728 2.586 0.265 0.534
F 1.2599 5.0918 0.7239 2.327 -2.934 1.120 -0.182
F 3.4979 4.9484 0.9403 -2.986 -1.870 0.266 -0.246
F 2.2554 3.6346 2.2990 -0.535 1.060 -3.073 -0.214
C 1.8989 0.4428 -0.7009 1.634 0.122 -1.667 1.008
C 3.2149 -0.2819 -0.0907 0.771 0.141 0.220 -1.006
C 3.6016 0.0639 1.4161 -0.198 -1.069 0.828 -0.375
C 4.3784 -1.2412 2.0513 0.262 -0.528 1.145 -0.586
N 3.8117 -1.5956 3.4031 0.471 1.686 -1.596 -0.439
C 2.3791 0.8468 -2.2185 -0.697 0.012 0.465 -0.828
C 2.4136 -0.3806 -3.2286 -2.196 1.933 -4.500 0.170
O 1.8688 -0.2080 -4.3545 2.132 -1.151 4.794 -0.507
Cl 3.1989 -2.0003 -2.9610 -0.483 1.396 0.263 -0.120
H 1.0391 -2.9370 2.2702 -0.907 0.019 -1.322 0.333
H -0.2764 -3.4152 0.9581 1.316 0.748 0.703 0.236
H 1.4639 -3.1198 0.4717 -1.236 0.285 1.228 0.258
H -0.8523 -0.7917 2.2976 1.302 0.629 0.460 0.338
H 1.0363 -1.6039 -1.2357 -0.224 1.740 0.651 0.473
H -0.3647 -0.4189 -3.2290 0.329 0.909 0.213 0.380
H -2.0919 -1.5239 -2.5851 0.331 0.544 1.662 0.049
H -1.0513 -2.4019 -1.3832 -1.207 1.384 -0.061 0.297
H -2.8110 -2.6594 0.0478 -0.509 1.662 -0.750 0.539
H -2.7233 -0.9145 0.5543 -0.194 -0.569 -1.817 0.469
H 1.4068 1.6078 1.1325 -0.103 0.600 -1.787 0.616
H 3.1089 -1.4239 -0.2411 -0.015 1.888 0.418 0.388
H 4.1424 -0.0099 -0.7269 -1.604 -0.355 0.999 0.403
H 2.7027 0.2315 2.1250 1.173 -0.108 -1.341 0.209
H 4.3144 0.9379 1.5679 -1.090 -1.008 -0.504 0.539
H 5.4820 -1.0116 2.2131 -1.489 -0.435 -0.413 0.436
H 4.2645 -2.1791 1.4130 0.140 1.394 0.509 0.312
H 2.7895 -1.4800 3.4190 0.603 -0.326 0.289 0.255
H 4.2659 -1.0491 4.1482 -0.410 -0.541 -0.193 0.317
H 1.6158 1.6224 -2.5984 1.185 -1.502 -0.019 0.383
H 3.3942 1.3913 -2.2090 -1.442 -1.107 0.116 0.869
La -4.9102 -2.5958 -3.8207 -1.785 -5.105 -6.903 2.060
```
Forces are in eV/Å.

Values from the calculation:
lowest unoccupied orbital energy = -14.36 eV
E_tot = -3838.00756 hartree
multiplicity = 1
E_HOMO = -15.692 eV
orbital gap = 0.04890 hartree
net charge = +3

---

Entry 5:
ORCA calculation (ωB97M-V with the def2-TZVPD basis set) on C16H21BiN3O3 as an isolated structure in a non-equilibrium geometry.

Geometry as XYZ:
```
44
Properties=species:S:1:pos:R:3:forces:R:3:mulliken_charge:R:1
C -2.3449 -1.4050 0.2591 0.195 -0.156 0.996 -0.338
C -1.8789 -2.0763 -0.8846 -0.128 -1.424 -0.165 -0.459
C -1.8950 -1.1876 -1.9727 0.319 0.450 -0.746 -0.604
C -2.2765 0.0853 -1.4772 -0.699 0.548 -0.672 -0.679
C -2.5721 -0.0550 -0.0945 -0.061 0.750 0.353 -0.375
Bi 0.4187 0.1760 -0.4292 -0.558 -1.337 -0.538 1.055
C 2.2372 -1.7704 -0.0929 -0.100 2.056 -1.913 -1.012
C 1.5702 -1.4363 1.1526 -0.757 -5.279 6.400 0.853
C 1.2489 -2.3903 2.1374 1.923 -0.516 -3.198 -1.275
N 1.0676 -0.2382 1.5742 -1.382 6.472 -1.440 -0.559
H -1.6106 -1.4178 -3.0232 -0.245 0.172 0.955 0.351
H -1.6724 -3.1700 -0.9483 -0.043 1.079 0.113 0.338
H -2.4492 1.0113 -2.0748 0.281 -0.882 0.576 0.412
H -2.9482 0.7523 0.5702 0.354 -0.742 -0.624 0.343
H -2.5390 -1.8580 1.2625 0.375 0.472 -1.054 0.315
H 2.0505 -2.7445 -0.6415 0.116 1.298 1.206 0.244
H 0.4564 0.2631 2.3799 2.223 -3.127 -2.191 0.274
H 3.1490 -1.1946 -0.4501 -1.178 -0.663 0.754 0.204
H 1.6446 -3.3693 1.9463 0.085 -0.606 0.385 0.287
H 0.7593 -2.1787 3.0411 -0.859 0.336 0.792 0.290
C 4.4498 3.6222 -2.0200 0.431 -0.101 -0.168 -1.321
C 3.1557 4.4090 -1.9968 -0.591 0.248 0.164 -0.667
C 2.2458 4.2345 -0.7518 0.757 0.568 1.077 1.916
C 2.9822 4.7602 0.6283 -1.898 0.312 -1.760 -0.820
C 4.1259 3.9398 1.1336 0.238 -0.082 0.178 -1.086
C 1.0359 5.1609 -0.9404 0.277 0.579 0.518 -0.359
O 1.1570 6.3356 -1.2353 0.199 -0.244 -0.125 -0.665
N -0.2075 4.6803 -0.6202 -0.798 1.047 -0.332 -0.002
C -0.5796 3.3778 -0.3896 1.990 -0.747 0.568 0.268
O -1.6908 3.0642 -0.0692 -0.852 0.108 -0.149 -0.591
N 0.4823 2.5036 -0.4559 -0.019 0.313 0.324 -0.661
C 1.7931 2.8078 -0.5479 0.103 -1.358 -0.265 0.310
O 2.5817 1.8236 -0.4945 -0.748 1.373 -0.280 -0.793
H 5.2811 4.1799 -1.5767 -0.180 -0.162 0.110 0.286
H 4.7287 3.4693 -3.0590 0.093 -0.100 -0.181 0.395
H 4.3446 2.6421 -1.5505 0.106 0.211 -0.036 0.333
H 3.3653 5.4913 -2.1017 -0.295 -0.524 -0.013 0.376
H 2.5276 4.0985 -2.8453 0.222 0.193 0.002 0.441
H 3.2823 5.7948 0.3723 -0.148 -0.434 0.276 0.387
H 2.1575 4.8114 1.3701 0.539 0.046 -0.204 0.412
H 5.0073 4.0383 0.5006 -0.095 -0.176 0.093 0.215
H 4.3704 4.3533 2.1040 0.270 -0.057 0.367 0.444
H 3.8604 2.8899 1.2570 0.111 0.046 -0.072 0.245
H -0.9875 5.3337 -0.6273 0.427 0.038 -0.078 0.271
```
Forces are in eV/Å.

Values from the calculation:
lowest unoccupied orbital energy = 2.64 eV
E_tot = -1226.81541 hartree
multiplicity = 1
E_HOMO = -2.815 eV
ΔE to the lowest compared entry with this formula, charge and spin = 31.2 kJ/mol
orbital gap = 0.20050 hartree
net charge = -1